Entry 1:
{"formula": "C20H57N7O4P3", "method": "ωB97M-V with the def2-TZVPD basis set", "species": ["C", "O", "C", "P", "C", "C", "C", "C", "N", "C", "C", "O", "H", "H", "H", "H", "H", "H", "H", "H", "H", "H", "H", "H", "H", "H", "H", "H", "H", "H", "H", "H", "H", "O", "P", "N", "C", "C", "N", "C", "C", "N", "C", "C", "H", "H", "H", "H", "H", "H", "H", "H", "H", "H", "H", "H", "H", "H", "H", "H", "H", "H", "O", "P", "N", "C", "C", "N", "C", "C", "N", "C", "C", "H", "H", "H", "H", "H", "H", "H", "H", "H", "H", "H", "H", "H", "H", "H", "H", "H", "H"], "xyz": [[5.345, -3.114, 2.887], [5.106, -2.014, 2.001], [3.918, -1.253, 2.362], [2.655, -1.316, 0.909], [2.427, -3.219, 1.008], [1.901, -3.786, 2.405], [0.391, -3.430, 2.751], [-0.677, -4.168, 1.817], [-2.095, -3.807, 2.187], [-2.362, -2.385, 1.898], [-2.410, -1.388, 3.142], [-2.495, -2.022, 0.724], [6.431, -3.444, 2.723], [4.705, -4.010, 2.604], [5.258, -2.826, 3.985], [3.488, -1.509, 3.382], [4.259, -0.158, 2.432], [1.509, -1.036, 1.764], [2.807, 0.125, 0.736], [3.787, -1.555, -0.002], [1.797, -1.322, -0.270], [1.674, -3.508, 0.194], [3.404, -3.733, 0.695], [2.567, -3.531, 3.295], [1.948, -4.933, 2.328], [0.175, -2.318, 2.826], [0.197, -3.843, 3.805], [-0.592, -5.282, 2.071], [-0.470, -4.043, 0.710], [-2.756, -4.383, 1.645], [-2.214, -1.945, 4.120], [-3.414, -0.876, 3.212], [-1.582, -0.608, 3.015], [-0.902, 1.946, 2.902], [-1.069, 3.472, 3.015], [-2.781, 3.427, 2.765], [-3.580, 4.424, 2.073], [-3.499, 3.046, 3.987], [-0.199, 3.726, 1.491], [-0.870, 4.025, 0.224], [0.741, 2.631, 1.146], [-1.161, 5.237, 3.283], [-0.821, 6.309, 2.362], [-0.406, 5.499, 4.532], [-3.693, 5.358, 2.640], [-4.584, 4.031, 1.888], [-3.190, 4.662, 1.086], [-3.444, 3.839, 4.743], [-3.063, 2.135, 4.416], [-4.549, 2.830, 3.784], [-1.686, 3.327, 0.008], [-0.166, 3.981, -0.609], [-1.245, 5.045, 0.167], [0.231, 1.752, 0.729], [1.315, 2.309, 2.018], [1.479, 2.965, 0.408], [0.183, 6.216, 1.936], [-0.861, 7.277, 2.876], [-1.565, 6.414, 1.576], [0.665, 5.315, 4.391], [-0.762, 4.842, 5.335], [-0.541, 6.526, 4.887], [-0.441, 0.916, -3.838], [0.176, -0.354, -4.448], [-0.628, -0.162, -5.970], [-1.118, -1.227, -6.829], [0.043, 0.828, -6.819], [-0.754, -1.390, -3.351], [-1.959, -2.113, -3.758], [-1.148, -0.725, -2.088], [1.041, -1.778, -5.092], [0.763, -3.185, -4.858], [2.474, -1.570, -4.758], [-0.314, -1.781, -7.331], [-1.762, -0.807, -7.609], [-1.751, -1.935, -6.300], [1.013, 0.455, -7.170], [0.216, 1.754, -6.259], [-0.564, 1.090, -7.687], [-2.682, -1.467, -4.269], [-2.459, -2.554, -2.892], [-1.750, -2.981, -4.381], [-2.011, -0.054, -2.214], [-0.322, -0.144, -1.671], [-1.412, -1.461, -1.321], [0.694, -3.445, -3.798], [1.558, -3.805, -5.288], [-0.126, -3.514, -5.394], [2.639, -1.634, -3.678], [2.800, -0.579, -5.095], [3.121, -2.298, -5.255]], "molar_mass_g_mol": 552.6, "orbital_gap_ev": 4.05, "total_charge": -1, "e_tot_ev": -68140.40958}

Entry 2:
{"formula": "C3H9OP", "method": "ωB97M-V with the def2-TZVPD basis set", "species": ["C", "C", "C", "O", "P", "H", "H", "H", "H", "H", "H", "H", "H", "H"], "xyz": [[2.250, 0.152, -0.232], [-0.872, -0.339, -0.096], [0.000, 0.716, 0.530], [-0.156, 2.031, 0.036], [-2.770, -0.009, -0.142], [2.424, -0.300, 0.761], [2.485, 1.216, -0.319], [2.210, -0.393, -1.275], [-0.910, -1.328, 0.406], [-0.530, -0.544, -1.198], [0.317, 0.642, 1.560], [-0.484, 1.996, -0.808], [-2.795, 1.332, -0.125], [-3.160, -0.138, 1.240]], "molar_mass_g_mol": 92.1, "orbital_gap_ev": [8.10, 8.47], "total_charge": 0, "e_tot_ev": -14588.72587, "de_lowest_kj_mol": 469.12}

Entry 3:
{"formula": "C52H139F6N12O18S2Ti", "method": "ωB97M-V with the def2-TZVPD basis set", "species": ["Ti", "C", "F", "F", "F", "S", "O", "O", "N", "S", "O", "O", "C", "F", "F", "F", "C", "C", "C", "O", "C", "N", "H", "H", "H", "H", "H", "H", "H", "H", "H", "H", "H", "C", "C", "C", "O", "C", "N", "H", "H", "H", "H", "H", "H", "H", "H", "H", "H", "H", "C", "C", "C", "O", "C", "N", "H", "H", "H", "H", "H", "H", "H", "H", "H", "H", "H", "C", "C", "C", "O", "C", "N", "H", "H", "H", "H", "H", "H", "H", "H", "H", "H", "H", "C", "C", "C", "O", "C", "N", "H", "H", "H", "H", "H", "H", "H", "H", "H", "H", "H", "C", "C", "C", "O", "C", "N", "H", "H", "H", "H", "H", "H", "H", "H", "H", "H", "H", "C", "C", "C", "O", "C", "N", "H", "H", "H", "H", "H", "H", "H", "H", "H", "H", "H", "C", "C", "C", "O", "C", "N", "H", "H", "H", "H", "H", "H", "H", "H", "H", "H", "H", "C", "C", "C", "O", "C", "N", "H", "H", "H", "H", "H", "H", "H", "H", "H", "H", "H", "C", "C", "C", "O", "C", "N", "H", "H", "H", "H", "H", "H", "H", "H", "H", "H", "H", "C", "C", "C", "O", "C", "N", "H", "H", "H", "H", "H", "H", "H", "H", "H", "H", "H", "C", "C", "O", "H", "H", "H", "H", "H", "H", "C", "C", "O", "H", "H", "H", "H", "H", "H", "C", "C", "O", "H", "H", "H", "H", "H", "H"], "xyz": [[-1.890, -0.370, -1.634], [2.300, -0.253, -1.198], [2.625, 0.977, -0.678], [1.746, -0.215, -2.346], [3.430, -0.968, -1.257], [0.946, -1.102, -0.056], [0.441, -2.266, -0.760], [1.568, -1.453, 1.216], [-0.262, 0.208, -0.176], [-0.339, 0.671, 1.275], [-1.041, -0.244, 2.192], [0.934, 1.091, 1.865], [-1.369, 2.295, 1.135], [-1.910, 2.534, 2.309], [-0.592, 3.360, 0.905], [-2.230, 2.156, 0.166], [8.663, -4.974, -3.666], [7.744, -4.362, -4.783], [6.622, -3.509, -4.235], [7.271, -2.406, -3.675], [6.536, -1.590, -2.853], [8.583, -3.607, -5.540], [9.229, -4.122, -3.290], [9.358, -5.702, -4.084], [8.184, -5.505, -2.844], [7.253, -5.067, -5.455], [6.060, -4.068, -3.486], [6.013, -3.138, -5.059], [7.164, -0.804, -2.434], [6.053, -1.984, -1.958], [5.754, -1.060, -3.395], [8.836, -2.790, -5.003], [8.019, -3.207, -6.276], [4.580, 0.843, 2.742], [4.852, 2.342, 3.097], [3.571, 3.077, 2.542], [3.810, 4.452, 2.553], [2.673, 5.287, 2.431], [5.056, 2.372, 4.515], [5.475, 0.293, 3.032], [4.569, 0.744, 1.657], [3.667, 0.400, 3.139], [5.750, 2.626, 2.549], [2.670, 2.721, 3.041], [3.397, 2.781, 1.507], [1.934, 5.078, 1.657], [3.074, 6.295, 2.531], [2.078, 5.282, 3.344], [5.357, 3.322, 4.681], [4.086, 2.367, 4.796], [-6.308, -0.459, -2.889], [-5.044, 0.201, -2.426], [-5.220, 1.659, -1.983], [-5.978, 2.370, -3.053], [-6.355, 3.661, -2.570], [-4.308, -0.617, -1.474], [-7.038, -0.840, -2.175], [-6.123, -1.336, -3.510], [-6.895, 0.171, -3.557], [-4.482, 0.343, -3.349], [-4.291, 2.226, -1.915], [-5.791, 1.589, -1.057], [-5.557, 4.230, -2.092], [-7.130, 3.499, -1.821], [-6.874, 4.134, -3.404], [-4.537, -0.230, -0.570], [-4.663, -1.562, -1.427], [-3.635, 2.573, 5.248], [-3.994, 2.090, 6.660], [-5.266, 2.818, 7.190], [-4.994, 4.159, 7.492], [-4.386, 4.446, 8.747], [-4.270, 0.674, 6.440], [-4.195, 2.054, 4.470], [-2.572, 2.392, 5.087], [-3.701, 3.660, 5.226], [-3.134, 2.163, 7.325], [-5.714, 2.252, 8.007], [-5.948, 2.998, 6.360], [-4.670, 3.880, 9.635], [-4.594, 5.498, 8.941], [-3.297, 4.484, 8.744], [-4.693, 0.077, 7.136], [-3.342, 0.287, 6.354], [-7.916, 2.910, 2.338], [-7.104, 2.183, 1.340], [-5.832, 1.675, 2.039], [-5.127, 0.660, 1.214], [-4.449, -0.272, 1.961], [-7.817, 1.037, 0.814], [-8.060, 2.194, 3.148], [-8.966, 3.081, 2.102], [-7.454, 3.870, 2.569], [-6.789, 2.790, 0.491], [-6.090, 1.223, 2.997], [-5.077, 2.452, 2.163], [-3.805, 0.160, 2.728], [-3.837, -0.957, 1.374], [-5.191, -0.866, 2.495], [-7.297, 0.582, 0.077], [-7.991, 0.325, 1.508], [-0.299, 3.653, -3.728], [-1.124, 2.364, -4.016], [-0.791, 1.776, -5.398], [-0.957, 2.776, -6.440], [-0.628, 2.271, -7.724], [-0.864, 1.309, -3.111], [-0.435, 4.323, -4.577], [0.760, 3.426, -3.602], [-0.590, 4.177, -2.818], [-2.214, 2.390, -3.989], [-1.335, 0.838, -5.515], [0.234, 1.416, -5.478], [-0.742, 3.024, -8.503], [-1.250, 1.408, -7.961], [0.430, 2.007, -7.735], [0.109, 1.092, -2.947], [-0.954, 1.751, -2.207], [4.671, -0.176, -6.868], [4.674, 1.187, -6.210], [3.279, 1.470, -5.617], [3.222, 2.704, -4.907], [2.795, 3.727, -5.732], [5.725, 1.075, -5.221], [5.485, -0.328, -7.577], [3.730, -0.168, -7.417], [4.680, -0.942, -6.092], [4.987, 1.910, -6.963], [3.006, 0.725, -4.870], [2.509, 1.440, -6.389], [1.721, 3.553, -5.789], [3.329, 3.753, -6.681], [3.026, 4.646, -5.193], [5.783, 1.916, -4.666], [6.578, 0.964, -5.751], [3.081, -6.212, 0.806], [3.851, -5.388, 1.827], [3.157, -4.220, 2.441], [3.791, -3.592, 3.604], [2.911, -2.482, 4.016], [4.331, -6.224, 2.885], [3.581, -7.135, 0.512], [2.988, -5.467, 0.015], [2.127, -6.538, 1.220], [4.727, -4.877, 1.427], [2.163, -4.593, 2.688], [3.106, -3.537, 1.593], [2.855, -1.746, 3.214], [3.333, -1.916, 4.846], [1.997, -2.994, 4.314], [3.519, -6.573, 3.374], [4.665, -5.597, 3.603], [-0.979, -2.142, -4.496], [-2.496, -1.970, -4.230], [-3.305, -3.013, -5.068], [-4.719, -3.090, -4.646], [-5.357, -4.365, -5.020], [-2.731, -2.364, -2.854], [-0.484, -3.093, -4.299], [-0.438, -1.432, -3.872], [-0.617, -1.780, -5.459], [-2.970, -0.992, -4.311], [-2.862, -3.981, -4.830], [-3.315, -2.703, -6.113], [-5.115, -5.167, -4.323], [-5.125, -4.809, -5.988], [-6.422, -4.175, -4.887], [-3.731, -2.464, -2.755], [-2.294, -3.231, -2.573], [0.084, 3.069, 4.732], [0.892, 2.537, 5.874], [1.905, 3.519, 6.602], [2.659, 2.701, 7.496], [3.152, 3.461, 8.582], [-0.084, 2.317, 6.944], [0.614, 3.680, 4.001], [-0.763, 3.662, 5.077], [-0.357, 2.266, 4.140], [1.416, 1.610, 5.642], [1.404, 4.289, 7.189], [2.653, 4.013, 5.981], [3.860, 2.735, 8.983], [2.271, 3.555, 9.216], [3.654, 4.372, 8.256], [-0.330, 1.359, 6.740], [0.308, 2.329, 7.875], [2.465, -6.856, -3.790], [1.878, -5.558, -4.355], [2.669, -4.872, -5.500], [2.335, -3.445, -5.782], [2.689, -2.550, -4.697], [0.586, -5.639, -4.966], [2.213, -7.595, -4.552], [2.067, -7.173, -2.827], [3.536, -6.805, -3.593], [1.879, -4.811, -3.562], [2.594, -5.497, -6.389], [3.740, -4.899, -5.297], [2.525, -1.534, -5.055], [3.751, -2.548, -4.452], [2.178, -2.537, -3.734], [0.622, -4.781, -5.499], [0.643, -6.348, -5.683], [-1.440, 6.481, 4.590], [-0.916, 6.479, 3.158], [-1.832, 7.142, 2.282], [-0.840, 5.884, 5.277], [-2.492, 6.205, 4.658], [-1.378, 7.453, 5.079], [-0.585, 5.608, 2.593], [-0.020, 7.098, 3.098], [-1.299, 7.585, 1.617], [-2.742, -4.961, 2.083], [-2.137, -3.699, 1.648], [-2.352, -3.781, 0.183], [-2.448, -5.860, 1.540], [-3.808, -4.931, 1.858], [-2.708, -5.146, 3.157], [-1.058, -3.773, 1.787], [-2.645, -2.817, 2.038], [-1.575, -3.815, -0.380], [-1.228, -2.354, 4.536], [-1.370, -0.961, 5.043], [-1.772, -0.868, 6.402], [-0.884, -3.112, 5.239], [-0.679, -2.434, 3.597], [-2.211, -2.727, 4.247], [-2.149, -0.466, 4.462], [-0.463, -0.384, 4.863], [-0.950, -0.864, 6.898]], "multiplicity": 4, "molar_mass_g_mol": 1446.7, "orbital_gap_ev": [5.36, 8.85], "total_charge": 0, "s2": 3.752, "e_tot_ev": -171989.09950, "de_lowest_kj_mol": 0.00}

Entry 4:
{"formula": "C4H12", "method": "ωB97M-V with the def2-TZVPD basis set", "species": ["C", "C", "H", "H", "H", "H", "H", "H", "C", "C", "H", "H", "H", "H", "H", "H"], "xyz": [[0.542, 2.022, -1.262], [-0.740, 1.253, -1.385], [0.725, 2.774, -2.025], [0.829, 2.383, -0.273], [1.377, 1.282, -1.416], [-0.905, 0.645, -0.478], [-0.694, 0.579, -2.243], [-1.675, 1.824, -1.470], [0.041, -1.381, 2.002], [0.204, -1.887, 0.649], [-0.793, -1.942, 2.512], [0.852, -1.728, 2.676], [-0.153, -0.316, 2.114], [0.729, -2.841, 0.623], [0.676, -1.112, -0.018], [-0.717, -2.021, -0.008]], "multiplicity": 2, "molar_mass_g_mol": 60.1, "orbital_gap_ev": [12.10, 3.40], "total_charge": 1, "s2": 0.753, "e_tot_ev": -4330.70955, "de_lowest_kj_mol": 50.40}

Entry 5:
{"formula": "C3H9NOS", "method": "ωB97M-V with the def2-TZVPD basis set", "species": ["C", "C", "C", "N", "O", "S", "H", "H", "H", "H", "H", "H", "H", "H", "H"], "xyz": [[0.513, -1.361, 0.783], [-1.562, 0.055, 0.357], [-0.117, -0.043, 0.578], [0.000, 1.944, -1.293], [1.029, -0.251, -1.914], [0.720, 0.669, -0.847], [0.166, -1.864, 1.678], [0.317, -2.131, -0.049], [1.580, -1.109, 0.784], [-2.132, -0.531, 1.120], [-1.788, -0.672, -0.502], [-2.104, 1.042, 0.233], [1.060, 1.147, 1.482], [0.238, 1.991, -2.234], [2.080, 1.115, -0.177]], "molar_mass_g_mol": 107.2, "orbital_gap_ev": 8.63, "total_charge": 0, "e_tot_ev": -17623.52384, "de_lowest_kj_mol": 644.62}

Entry 6:
{"formula": "C28H39BrN3OZn", "method": "ωB97M-V with the def2-TZVPD basis set", "species": ["Zn", "C", "C", "C", "C", "C", "Br", "N", "C", "H", "H", "H", "H", "H", "H", "C", "C", "C", "C", "C", "C", "C", "C", "C", "C", "C", "C", "N", "C", "C", "C", "C", "C", "N", "C", "C", "C", "C", "H", "H", "H", "H", "H", "H", "H", "H", "H", "H", "H", "H", "H", "H", "H", "H", "H", "H", "H", "H", "H", "H", "H", "H", "H", "H", "H", "H", "H", "C", "O", "H", "H", "H", "H"], "xyz": [[1.044, -0.072, -0.235], [-1.014, -0.561, 4.706], [0.226, -0.683, 3.871], [1.438, -1.134, 4.380], [2.550, -1.266, 3.560], [2.410, -0.927, 2.232], [3.827, -1.110, 1.004], [1.264, -0.469, 1.721], [0.196, -0.361, 2.523], [-0.782, -0.642, 5.765], [-1.727, -1.348, 4.454], [-1.504, 0.397, 4.535], [1.517, -1.395, 5.428], [3.495, -1.626, 3.938], [-0.713, -0.016, 2.045], [-0.702, -3.895, -1.346], [-0.567, -3.070, -0.065], [-0.058, -3.921, 1.099], [-1.859, -2.350, 0.266], [-2.905, -3.082, 0.812], [-4.102, -2.474, 1.142], [-4.232, -1.108, 0.980], [-3.216, -0.319, 0.440], [-3.491, 1.190, 0.475], [-2.315, 2.105, 0.823], [-4.274, 1.724, -0.730], [-2.044, -0.977, 0.013], [-0.980, -0.251, -0.596], [-1.227, 0.524, -1.613], [-0.246, 1.427, -2.075], [-0.265, 2.365, -3.107], [0.955, 3.035, -3.047], [1.681, 2.480, -1.982], [0.957, 1.512, -1.394], [3.079, 2.814, -1.513], [4.032, 1.694, -1.958], [3.540, 4.135, -2.126], [3.111, 2.934, 0.014], [0.237, -4.399, -1.593], [-0.999, -3.268, -2.189], [-1.463, -4.670, -1.230], [0.192, -2.314, -0.257], [-0.719, -4.765, 1.301], [0.016, -3.333, 2.018], [0.928, -4.331, 0.871], [-2.785, -4.146, 0.976], [-4.916, -3.055, 1.557], [-5.146, -0.622, 1.302], [-4.178, 1.282, 1.321], [-1.624, 2.274, -0.002], [-1.746, 1.727, 1.676], [-2.706, 3.081, 1.113], [-3.641, 1.892, -1.602], [-4.719, 2.689, -0.480], [-5.079, 1.047, -1.015], [-2.196, 0.492, -2.104], [-1.078, 2.543, -3.795], [1.279, 3.845, -3.680], [4.053, 1.613, -3.047], [3.724, 0.729, -1.551], [5.049, 1.899, -1.615], [3.580, 4.078, -3.215], [4.543, 4.379, -1.771], [2.875, 4.954, -1.850], [2.834, 1.997, 0.505], [2.428, 3.711, 0.362], [4.119, 3.189, 0.347], [1.586, -1.104, -3.124], [1.891, -1.311, -1.722], [2.271, -1.697, -3.727], [1.733, -0.047, -3.327], [0.554, -1.385, -3.331], [2.005, -2.253, -1.558]], "molar_mass_g_mol": 578.9, "orbital_gap_ev": 7.29, "total_charge": 1, "e_tot_ev": -154644.21232, "de_lowest_kj_mol": 0.00}

Entry 7:
{"formula": "C6H9N", "method": "ωB97M-V with the def2-TZVPD basis set", "species": ["C", "C", "C", "C", "C", "H", "H", "H", "H", "H", "H", "C", "N", "H", "H", "H"], "xyz": [[-1.521, -1.012, 0.233], [-0.478, -0.048, -0.315], [-0.631, 0.451, -1.586], [1.047, -0.492, 0.039], [1.548, -1.615, 0.175], [-1.367, -1.187, 1.297], [-1.466, -1.974, -0.278], [-2.521, -0.599, 0.091], [-1.484, 0.192, -2.201], [0.103, 1.122, -2.015], [1.862, -2.630, 0.227], [1.318, 1.901, 1.064], [0.144, 2.021, 1.213], [-0.398, 0.938, 0.466], [2.267, 2.362, 1.299], [1.578, 0.570, 0.292]], "molar_mass_g_mol": 95.1, "orbital_gap_ev": [7.15, 7.62], "total_charge": 0, "e_tot_ev": -7850.51271, "de_lowest_kj_mol": 737.81}